A 2-piece molecular cluster, C27H22BN4O8 overall at a distorted geometry, computed with ωB97M-V/def2-TZVPD.

- total charge = -1
- highest occupied orbital energy (eV) = -4.25
- gap between HOMO and LUMO (eV) = 6.426
- LUMO level (eV) = 2.1791
- max |F| (eV/A) = 4.93

Structure (XYZ):
```
62
C27H22BN4O8 | the Open Molecules 2025 dataset | ωB97M-V/def2-TZVPD
N -1.38150 -3.57582 2.25376
C -0.71300 -2.63126 2.42869
C 0.08128 -1.45645 2.53820
C 1.45325 -1.31764 2.20775
C 1.94390 -0.02414 1.92589
N 3.34146 0.20667 1.98511
O 4.08764 -0.76392 1.71443
O 3.77682 1.34466 2.24376
C 1.00122 1.13182 1.65093
C 0.13138 0.97853 2.81669
N -0.56235 1.93088 3.55316
O -0.51202 3.14999 3.56512
O -1.71887 1.22027 4.07642
N -1.67203 -0.15952 3.75215
C -0.52140 -0.25332 3.03049
H 2.13787 -2.18159 2.20371
H 1.41418 2.10751 1.40491
C 2.72951 3.70999 -3.83950
C 2.20063 4.19808 -2.57139
C 1.16071 5.08446 -2.40475
C 1.08045 5.34425 -1.01624
C 2.04814 4.57229 -0.37213
B -0.07901 0.36990 0.46772
C 2.26647 4.45360 1.02447
C 3.32716 3.88052 1.73218
C 3.11105 4.15398 3.11371
C 1.92689 4.85426 3.18403
C 1.27854 5.41516 4.35543
O 1.35133 4.98135 1.94112
C -1.28520 1.32352 0.19918
C -1.93470 1.73994 -0.96634
C -2.85120 2.77691 -0.62134
C -2.74578 2.94942 0.74737
C -3.43184 3.80629 1.69964
O -1.79098 2.10193 1.23991
C 0.86455 -0.05482 -0.67062
C 0.73864 -0.78968 -1.84146
C 2.04147 -0.90766 -2.42041
C 2.90523 -0.22312 -1.59246
C 4.33811 -0.02679 -1.55776
O 2.20495 0.32380 -0.55299
O 2.75024 3.84955 -1.34755
H 3.32410 4.49141 -4.33803
H 3.35319 2.81823 -3.74002
H 1.90022 3.48704 -4.52699
H 0.53870 5.51375 -3.19582
H 0.36857 5.99806 -0.52833
H 4.16109 3.36969 1.27748
H 3.76995 3.91627 3.94772
H 1.98831 5.44754 5.18876
H 0.89651 6.42145 4.15622
H 0.44698 4.77797 4.66622
H -1.81345 1.28986 -1.94590
H -3.51905 3.34518 -1.26589
H -4.35184 4.19516 1.24910
H -3.66974 3.26387 2.62115
H -2.82379 4.67853 1.97284
H -0.19825 -1.18552 -2.22654
H 2.32386 -1.44242 -3.32255
H 4.84198 -0.84952 -2.07884
H 4.62056 0.89576 -2.08286
H 4.70537 0.01754 -0.52634
```

Mulliken population analysis, charges in e, atoms 1 to 6: -0.6968, -0.0724, -0.0921, -0.3726, -0.1168, 1.1784